(1)
C5H7NO in the gas phase, computed with ωB97M-V/def2-TZVPD.

energy relative to the best compared isomer or geometry (same formula, charge and spin): 36.7 kcal per mole
HOMO energy: -7.8 eV
frontier orbital gap: 8.644 eV
LUMO energy: 0.8 eV
SMILES: CC1=CNC(=O)C1

Atoms and positions in Å:
C 1.737 0.118 0.980
C 0.469 -0.202 0.293
C -0.681 -0.502 0.902
N -1.740 -0.391 -0.020
C -1.304 0.067 -1.241
O -1.995 0.302 -2.208
C 0.209 0.223 -1.112
H 2.608 0.441 0.392
H 2.028 -0.509 1.837
H 0.979 0.955 1.203
H -0.858 -0.785 1.937
H -2.713 -0.483 0.204
H 0.518 1.240 -1.409
H 0.743 -0.474 -1.760

***

(2)
C5H7NO in the gas phase, computed with ωB97M-V/def2-TZVPD.

energy relative to the best compared isomer or geometry (same formula, charge and spin): 114.0 kcal per mole
HOMO energy: -8.7 eV
frontier orbital gap: 9.412 eV
LUMO energy: 0.7 eV
SMILES: C[C@]12N[C@H]1CC2=O

Atoms and positions in Å:
C -1.708 0.309 -0.132
C -0.340 -0.641 0.260
N 0.592 -1.454 1.131
C 0.755 -0.005 1.036
C 1.236 0.631 -0.292
C 0.232 -0.273 -1.028
O -0.025 -0.609 -2.156
H -1.603 1.034 -1.000
H -1.899 0.938 0.726
H -2.529 -0.325 -0.436
H 1.305 -2.040 0.658
H 0.602 0.511 1.988
H 2.219 0.405 -0.669
H 1.030 1.712 -0.289

***

(3)
C5H7NO in the gas phase, computed with ωB97M-V/def2-TZVPD.

energy relative to the best compared isomer or geometry (same formula, charge and spin): 81.4 kcal per mole
HOMO energy: -8.9 eV
frontier orbital gap: 9.706 eV
LUMO energy: 0.8 eV
SMILES: CC1=C(C(N)=O)C1

Atoms and positions in Å:
C -1.932 1.362 0.561
C -1.070 0.182 0.300
C 0.156 -0.252 0.203
C 1.998 -0.432 0.402
N 2.494 -0.330 -0.809
O 2.484 -0.696 1.435
C -0.878 -1.159 -0.327
H -2.711 1.450 -0.188
H -1.365 2.296 0.552
H -2.533 1.383 1.414
H 1.860 0.072 -1.497
H 3.511 -0.470 -0.960
H -0.912 -1.372 -1.348
H -1.101 -2.033 0.264

***

(4)
C5H7NO in the gas phase, computed with ωB97M-V/def2-TZVPD.

energy relative to the best compared isomer or geometry (same formula, charge and spin): 42.3 kcal per mole
HOMO energy: -7.5 eV
frontier orbital gap: 8.497 eV
LUMO energy: 1.0 eV
SMILES: C=C1COC=C1N

Atoms and positions in Å:
C -1.664 0.465 0.742
C -0.556 -0.104 0.261
C -0.656 -1.367 -0.537
O 0.479 -1.390 -1.399
C 1.331 -0.446 -0.886
C 0.849 0.294 0.131
N 1.470 1.346 0.826
H -1.721 1.228 1.502
H -2.609 0.147 0.316
H -1.612 -1.402 -1.064
H -0.598 -2.247 0.119
H 2.277 -0.370 -1.409
H 0.803 2.054 1.106
H 2.207 1.792 0.291

***

(5)
C5H7NO in the gas phase, computed with ωB97M-V/def2-TZVPD.

energy relative to the best compared isomer or geometry (same formula, charge and spin): 3.4 kcal per mole
HOMO energy: -9.4 eV
frontier orbital gap: 10.301 eV
LUMO energy: 0.9 eV
SMILES: O=C1CC=CCN1

Atoms and positions in Å:
O -1.360 -2.071 0.934
C -0.825 -1.059 0.516
C -0.253 -0.007 1.449
C 0.680 0.973 0.798
C 0.882 1.006 -0.515
C 0.238 0.035 -1.458
N -0.810 -0.744 -0.817
H 0.217 -0.521 2.293
H -1.122 0.523 1.865
H 1.197 1.677 1.447
H 1.562 1.728 -0.959
H 1.018 -0.638 -1.847
H -0.185 0.562 -2.322
H -1.239 -1.464 -1.384

***

(6)
3 unconnected molecules or ions with the total composition C5H7NO, computed with ωB97M-V/def2-TZVPD.

energy relative to the best compared isomer or geometry (same formula, charge and spin): 115.2 kcal per mole
HOMO energy: -9.7 eV
frontier orbital gap: 9.870 eV
LUMO energy: 0.1 eV

Atoms and positions in Å:
N 0.738 -0.701 2.468
C 1.877 -0.934 2.312
O -1.902 -0.149 1.703
C -1.939 -0.424 0.524
C 0.614 -0.108 -1.921
C 0.503 1.243 -1.277
C 1.351 0.071 -0.873
H -0.258 -0.492 2.465
H -2.812 -0.149 -0.094
H -1.112 -0.949 0.015
H 0.288 -0.735 -2.737
H -0.385 1.505 -0.688
H 0.969 2.113 -1.747
H 2.067 -0.292 -0.151

***

(7)
2 unconnected molecules or ions with the total composition C5H7NO, computed with ωB97M-V/def2-TZVPD.

energy relative to the best compared isomer or geometry (same formula, charge and spin): 143.3 kcal per mole
HOMO energy: -9.3 eV
frontier orbital gap: 10.230 eV
LUMO energy: 0.9 eV
SMILES: C1N=C1[C@]12C[C@@H]1O2.[H][H]

Atoms and positions in Å:
C -1.665 -0.890 -0.130
N -1.751 0.613 0.057
C -0.611 0.097 -0.089
C 0.784 0.408 -0.141
C 2.043 -0.333 -0.504
C 1.566 0.852 -1.268
O 1.358 1.724 -0.166
H -1.887 -1.504 0.745
H -2.004 -1.293 -1.085
H 1.912 -1.309 -0.971
H 2.905 -0.214 0.151
H 1.248 1.073 -2.276
H -1.957 0.558 2.508
H -1.939 0.217 3.170

***

(8)
C5H7NO in the gas phase, computed with ωB97M-V/def2-TZVPD.

energy relative to the best compared isomer or geometry (same formula, charge and spin): 77.6 kcal per mole
HOMO energy: -9.2 eV
frontier orbital gap: 10.166 eV
LUMO energy: 1.0 eV
SMILES: [H]/N=C\OC=C1CC1

Atoms and positions in Å:
H -1.795 -0.102 0.806
N -1.373 -0.926 1.243
C -0.966 -1.699 0.340
O -1.086 -1.469 -1.008
C -0.379 -0.334 -1.485
C 0.272 0.484 -0.663
C 0.669 0.593 0.803
C 1.188 1.549 -0.223
H -0.394 -2.598 0.583
H -0.503 -0.350 -2.572
H 1.322 -0.186 1.203
H 0.014 0.985 1.590
H 0.791 2.556 -0.143
H 2.239 1.495 -0.475

***

(9)
C5H7NO in the gas phase, computed with ωB97M-V/def2-TZVPD.

energy relative to the best compared isomer or geometry (same formula, charge and spin): 149.2 kcal per mole
HOMO energy: -8.4 eV
frontier orbital gap: 8.516 eV
LUMO energy: 0.2 eV

Atoms and positions in Å:
C 1.853 -0.420 0.339
C 0.784 0.003 -0.631
C -0.276 -0.953 -1.214
N -1.224 -0.179 -1.728
C -0.697 0.060 -0.246
O -0.663 -1.573 -0.057
C -1.633 0.814 0.634
H 1.512 -1.259 0.949
H 2.757 -0.714 -0.204
H 2.109 0.423 0.989
H 1.037 0.798 -1.331
H -1.250 0.817 1.657
H -2.616 0.346 0.592
H -1.694 1.835 0.252

***

(10)
C5H7NO in the gas phase, computed with ωB97M-V/def2-TZVPD.

energy relative to the best compared isomer or geometry (same formula, charge and spin): 97.3 kcal per mole
HOMO energy: -8.0 eV
frontier orbital gap: 7.822 eV
LUMO energy: -0.1 eV

Atoms and positions in Å:
C 1.400 0.346 0.654
C -0.070 0.488 0.247
C -1.061 0.401 1.342
O -1.993 -0.381 1.114
C -1.805 -1.130 -0.362
C -0.630 -0.542 -0.696
N 0.134 -0.916 -1.827
H 1.688 1.114 1.380
H 2.026 0.462 -0.235
H 1.601 -0.643 1.072
H -1.058 0.977 2.272
H -0.214 1.507 -0.161
H 0.386 -0.119 -2.404
H -0.404 -1.563 -2.395

***

(11)
C5H7NO in the gas phase, computed with ωB97M-V/def2-TZVPD.

energy relative to the best compared isomer or geometry (same formula, charge and spin): 64.2 kcal per mole
HOMO energy: -8.7 eV
frontier orbital gap: 9.608 eV
LUMO energy: 0.9 eV
SMILES: C[C@]1(C=O)C=C1N

Atoms and positions in Å:
C -1.704 0.211 -0.459
C -0.364 -0.080 0.215
C -0.145 -1.523 0.567
O 0.948 -1.991 0.806
C 0.307 1.015 1.013
C 0.943 0.625 -0.041
N 1.989 0.578 -0.924
H -2.448 0.470 0.305
H -2.097 -0.648 -1.015
H -1.634 1.058 -1.147
H -1.037 -2.185 0.510
H 0.163 1.654 1.869
H 2.323 -0.376 -1.021
H 2.754 1.193 -0.677

***

(12)
C5H7NO in the gas phase, computed with ωB97M-V/def2-TZVPD.

energy relative to the best compared isomer or geometry (same formula, charge and spin): 20.2 kcal per mole
HOMO energy: -8.4 eV
frontier orbital gap: 9.435 eV
LUMO energy: 1.0 eV
SMILES: Cc1cocc1N

Atoms and positions in Å:
C 1.245 0.864 -1.086
C -0.038 0.439 -0.451
C -1.300 0.859 -0.700
O -2.194 0.222 0.098
C -1.490 -0.634 0.877
C -0.163 -0.540 0.598
N 0.949 -1.157 1.216
H 1.246 1.931 -1.316
H 1.438 0.324 -2.017
H 2.074 0.657 -0.407
H -1.712 1.594 -1.377
H -2.079 -1.222 1.567
H 1.210 -2.037 0.793
H 0.814 -1.300 2.204

***

(13)
A molecular structure, C5H7NO, computed with ωB97M-V/def2-TZVPD.

energy relative to the best compared isomer or geometry (same formula, charge and spin): 137.4 kcal per mole
HOMO energy: -10.5 eV
frontier orbital gap: 10.056 eV
LUMO energy: -0.5 eV

Atoms and positions in Å:
C -0.503 0.365 -0.035
C 0.246 -0.269 1.184
C 1.191 -0.671 -0.035
C 0.319 -0.320 -1.120
C -1.992 0.001 -0.181
H -1.248 2.391 -0.305
H 0.641 0.724 1.707
H 0.054 -1.169 1.955
H 2.224 -0.152 0.062
H 1.457 -1.669 0.168
H 0.993 0.502 -1.721
H -0.245 -0.956 -1.885
N -3.032 -0.517 0.114
O -0.105 1.741 0.091

***

(14)
C5H7NO in the gas phase, computed with ωB97M-V/def2-TZVPD.

energy relative to the best compared isomer or geometry (same formula, charge and spin): 53.9 kcal per mole
HOMO energy: -9.7 eV
frontier orbital gap: 10.647 eV
LUMO energy: 1.0 eV
SMILES: [H]/N=C(\C=C)OC=C

Atoms and positions in Å:
H 2.384 1.718 0.474
N 2.388 0.814 -0.008
C 1.207 0.301 0.017
C 0.058 0.949 0.669
C -0.668 1.851 0.001
O 1.006 -0.918 -0.557
C -0.295 -1.376 -0.779
C -0.912 -2.247 0.027
H -0.156 0.656 1.689
H -1.523 2.327 0.471
H -0.447 2.113 -1.030
H -0.706 -0.971 -1.693
H -1.914 -2.592 -0.197
H -0.422 -2.625 0.916

***

(15)
C5H7NO in the gas phase, computed with ωB97M-V/def2-TZVPD.

energy relative to the best compared isomer or geometry (same formula, charge and spin): 104.2 kcal per mole
HOMO energy: -9.5 eV
frontier orbital gap: 10.544 eV
LUMO energy: 1.0 eV

Atoms and positions in Å:
C -1.640 -0.854 -0.259
N -1.774 0.596 -0.050
C -0.468 0.016 -0.087
C 0.668 0.183 0.920
C 1.709 -0.275 -0.118
C 0.709 0.655 -0.814
O 0.830 1.547 0.375
H -1.891 -1.518 0.568
H -1.961 -1.204 -1.237
H -2.061 0.844 0.892
H 0.666 0.024 2.002
H 1.806 -1.324 -0.409
H 2.668 0.225 0.034
H 0.739 1.084 -1.816

***

(16)
C5H7NO in the gas phase, computed with ωB97M-V/def2-TZVPD.

energy relative to the best compared isomer or geometry (same formula, charge and spin): 101.1 kcal per mole
HOMO energy: -9.3 eV
frontier orbital gap: 10.241 eV
LUMO energy: 0.9 eV
SMILES: [H]/N=C1\[C@@H]2[C@H](CO)[C@H]12

Atoms and positions in Å:
H 2.096 -2.222 -0.820
N 1.656 -1.766 -0.024
C 0.585 -1.135 -0.133
C -0.903 -0.697 -0.855
C -0.818 0.695 -0.302
C 0.256 1.534 -0.993
O 1.099 0.630 -1.654
C -0.401 -0.431 0.580
H -1.856 -1.189 -1.053
H -1.720 1.200 0.055
H -0.200 2.209 -1.730
H 0.832 2.127 -0.275
H 0.446 -0.079 -1.889
H -0.884 -0.801 1.463

***

(17)
C5H7NO in the gas phase, computed with ωB97M-V/def2-TZVPD.

energy relative to the best compared isomer or geometry (same formula, charge and spin): 39.7 kcal per mole
HOMO energy: -9.8 eV
frontier orbital gap: 10.675 eV
LUMO energy: 0.8 eV
SMILES: C#CCCNC=O

Atoms and positions in Å:
C 2.558 1.211 -0.243
C 1.858 0.235 -0.347
C 0.976 -0.927 -0.499
C -0.319 -0.813 0.312
N -0.975 0.460 0.102
C -2.311 0.596 0.311
O -3.079 -0.326 0.502
H 3.204 2.058 -0.161
H 1.505 -1.830 -0.175
H 0.740 -1.053 -1.561
H -1.018 -1.595 0.008
H -0.106 -0.960 1.379
H -0.398 1.290 0.091
H -2.636 1.652 0.281

***

(18)
C5H7NO in the gas phase, computed with ωB97M-V/def2-TZVPD.

energy relative to the best compared isomer or geometry (same formula, charge and spin): 18.6 kcal per mole
HOMO energy: -7.7 eV
frontier orbital gap: 8.437 eV
LUMO energy: 0.8 eV
SMILES: Cn1cccc1O

Atoms and positions in Å:
C 0.171 1.611 1.031
N 0.199 0.536 0.038
C 0.368 0.481 -1.355
C 0.058 -0.788 -1.769
C -0.312 -1.553 -0.628
C -0.209 -0.702 0.434
O -0.457 -0.889 1.757
H 0.701 1.278 1.929
H -0.859 1.829 1.342
H 0.633 2.531 0.673
H 0.842 1.249 -1.952
H 0.103 -1.160 -2.786
H -0.591 -2.596 -0.577
H -0.645 -1.828 1.863